[1]
{
  "formula": "C53H41BrF4GeIN2O4PSm",
  "method": "ωB97M-V with the def2-TZVPD basis set",
  "fmax_ev_per_a": 3.39,
  "e_above_lowest_kcal_mol": 0.0,
  "total_charge": 1,
  "molar_mass_g_mol": 1306.66,
  "spin_multiplicity": 6,
  "species": ["Sm", "C", "C", "N", "C", "C", "C", "O", "C", "C", "N", "C", "C", "C", "C", "C", "C", "I", "C", "O", "H", "H", "H", "H", "H", "H", "H", "H", "H", "H", "H", "H", "F", "C", "C", "F", "C", "F", "C", "P", "C", "C", "C", "C", "C", "C", "C", "C", "C", "C", "C", "C", "C", "Br", "C", "F", "H", "H", "H", "H", "H", "H", "H", "H", "H", "H", "O", "C", "O", "C", "C", "Ge", "C", "C", "C", "C", "C", "C", "C", "C", "C", "C", "C", "C", "C", "C", "C", "C", "C", "C", "H", "H", "H", "H", "H", "H", "H", "H", "H", "H", "H", "H", "H", "H", "H", "H", "H", "H", "H"],
  "coordinates": [[1.04, -0.71, 0.05], [-2.22, -0.29, -3.60], [-0.84, -0.33, -4.11], [-0.64, 0.00, -5.37], [0.60, 0.13, -5.89], [1.72, -0.19, -5.20], [3.05, -0.22, -5.95], [4.01, 0.68, -5.41], [1.61, -0.47, -3.85], [2.76, -0.48, -3.02], [2.67, -0.36, -1.72], [3.77, 0.09, -1.05], [5.03, -0.53, -1.28], [6.12, -0.08, -0.57], [5.91, 0.65, 0.63], [4.65, 1.17, 0.92], [3.59, 0.90, 0.08], [2.28, 2.79, -0.19], [0.27, -0.56, -3.20], [0.08, -0.77, -1.95], [-2.63, 0.66, -3.98], [-2.41, -0.40, -2.55], [-2.82, -1.03, -4.20], [0.55, 0.36, -6.95], [2.88, -0.06, -7.03], [3.57, -1.19, -5.87], [3.88, 1.65, -5.67], [3.75, -0.62, -3.50], [5.19, -1.26, -2.08], [7.12, -0.44, -0.85], [6.80, 0.92, 1.21], [4.54, 1.71, 1.89], [-1.33, -6.29, 4.21], [-0.36, -5.80, 3.44], [0.94, -6.32, 3.45], [1.29, -7.35, 4.22], [1.90, -5.72, 2.68], [3.20, -6.13, 2.69], [1.60, -4.65, 1.82], [2.76, -3.44, 1.13], [3.45, -4.30, -0.31], [2.67, -5.24, -1.02], [3.26, -6.03, -1.95], [4.60, -5.93, -2.22], [5.36, -4.90, -1.68], [4.80, -4.14, -0.68], [3.88, -3.22, 2.47], [3.58, -2.34, 3.54], [4.41, -2.26, 4.69], [5.62, -2.94, 4.72], [5.92, -3.77, 3.64], [5.10, -3.89, 2.49], [0.28, -4.24, 1.70], [-0.36, -3.18, 0.22], [-0.66, -4.70, 2.60], [-1.83, -4.06, 2.82], [1.58, -5.33, -0.77], [2.66, -6.79, -2.41], [5.00, -6.83, -2.67], [6.42, -4.82, -2.01], [5.47, -3.49, -0.08], [2.63, -1.82, 3.50], [4.04, -1.48, 5.46], [6.22, -3.02, 5.67], [6.90, -4.29, 3.59], [5.50, -4.62, 1.79], [-1.05, 0.45, 0.21], [-0.77, 0.93, 1.37], [0.37, 0.55, 1.89], [-1.47, 2.07, 2.08], [-1.76, 3.21, 1.16], [-3.76, 3.55, 0.86], [-4.77, 1.95, 1.14], [-5.73, 1.96, 2.17], [-6.65, 0.96, 2.29], [-6.66, -0.10, 1.39], [-5.64, -0.18, 0.42], [-4.69, 0.84, 0.33], [-4.66, 4.96, 2.07], [-5.78, 5.57, 1.51], [-6.16, 6.84, 2.04], [-5.61, 7.35, 3.26], [-4.60, 6.62, 3.83], [-4.05, 5.48, 3.21], [-3.87, 4.02, -1.05], [-2.95, 4.95, -1.58], [-3.34, 5.61, -2.74], [-4.48, 5.22, -3.45], [-5.32, 4.30, -2.92], [-5.08, 3.74, -1.65], [-0.77, 2.34, 2.95], [-2.29, 1.64, 2.64], [-1.35, 3.07, 0.20], [-1.38, 4.15, 1.61], [-5.66, 2.75, 2.89], [-7.35, 0.96, 3.10], [-7.47, -0.81, 1.47], [-5.51, -1.05, -0.23], [-3.87, 0.78, -0.35], [-6.43, 5.05, 0.77], [-6.97, 7.36, 1.62], [-5.96, 8.26, 3.77], [-4.20, 6.94, 4.81], [-3.25, 4.96, 3.76], [-2.00, 5.19, -1.17], [-2.72, 6.41, -3.05], [-4.66, 5.63, -4.42], [-6.19, 3.98, -3.48], [-5.89, 3.11, -1.21]]
}

[2]
{
  "formula": "C53H43As2Cl3I2IrNO2Si2",
  "method": "ωB97M-V with the def2-TZVPD basis set",
  "fmax_ev_per_a": 2.00,
  "e_above_lowest_kcal_mol": 45.0,
  "total_charge": 1,
  "molar_mass_g_mol": 1484.33,
  "spin_multiplicity": 2,
  "species": ["Ir", "I", "C", "C", "C", "I", "C", "C", "C", "C", "N", "C", "C", "O", "H", "H", "H", "H", "C", "C", "As", "C", "C", "C", "C", "C", "C", "C", "C", "C", "C", "C", "C", "As", "C", "C", "C", "C", "C", "C", "C", "C", "C", "C", "C", "C", "H", "H", "H", "H", "H", "H", "H", "H", "H", "H", "H", "H", "H", "H", "H", "H", "H", "H", "H", "H", "H", "H", "H", "H", "Cl", "Si", "Cl", "Cl", "O", "Si", "C", "C", "C", "C", "C", "C", "C", "C", "C", "C", "C", "C", "C", "C", "C", "C", "C", "C", "H", "H", "H", "H", "H", "H", "H", "H", "H", "H", "H", "H", "H", "H", "H"],
  "coordinates": [[0.04, 1.12, -0.72], [-1.78, 4.78, 2.71], [0.19, 4.35, 2.22], [1.25, 5.10, 2.67], [2.55, 4.76, 2.34], [4.09, 5.92, 3.14], [2.85, 3.64, 1.51], [4.13, 3.23, 1.11], [4.28, 2.13, 0.30], [3.15, 1.44, -0.11], [1.93, 1.81, 0.24], [1.77, 2.87, 1.03], [0.39, 3.19, 1.39], [-0.55, 2.48, 1.00], [1.07, 5.97, 3.29], [5.00, 3.77, 1.46], [5.26, 1.80, -0.01], [3.22, 0.55, -0.73], [-0.24, -0.92, -3.62], [-1.20, -1.63, -2.69], [-2.06, -0.37, -1.46], [-3.23, 0.64, -2.65], [-3.81, 1.80, -2.16], [-4.64, 2.57, -2.96], [-4.88, 2.18, -4.27], [-4.30, 1.02, -4.76], [-3.48, 0.25, -3.96], [-3.39, -1.57, -0.68], [-3.17, -2.94, -0.62], [-4.18, -3.79, -0.19], [-5.41, -3.27, 0.20], [-5.61, -1.90, 0.18], [-4.61, -1.05, -0.25], [1.22, -0.20, -2.54], [1.99, -1.88, -1.95], [1.73, -2.31, -0.65], [2.17, -3.56, -0.24], [2.86, -4.38, -1.12], [3.12, -3.95, -2.42], [2.68, -2.70, -2.84], [2.51, 0.41, -3.85], [2.10, 0.90, -5.09], [3.05, 1.30, -6.02], [4.40, 1.23, -5.70], [4.81, 0.77, -4.46], [3.86, 0.36, -3.53], [-0.73, -0.10, -4.16], [0.19, -1.61, -4.36], [-0.65, -2.35, -2.07], [-1.97, -2.17, -3.22], [-3.59, 2.12, -1.14], [-5.09, 3.47, -2.56], [-5.52, 2.78, -4.90], [-4.49, 0.72, -5.79], [-3.06, -0.66, -4.37], [-2.22, -3.36, -0.91], [-4.00, -4.85, -0.17], [-6.20, -3.93, 0.53], [-6.56, -1.49, 0.49], [-4.78, 0.02, -0.28], [1.17, -1.68, 0.03], [1.96, -3.90, 0.77], [3.21, -5.35, -0.80], [3.65, -4.59, -3.11], [2.87, -2.37, -3.85], [1.05, 0.96, -5.33], [2.74, 1.67, -6.98], [5.14, 1.54, -6.43], [5.86, 0.71, -4.21], [4.17, -0.02, -2.57], [1.40, 4.05, -2.16], [-0.44, 3.01, -2.09], [-1.81, 4.43, -1.57], [-0.81, 2.63, -4.10], [-0.16, -0.45, 0.80], [-0.03, -0.54, 2.38], [1.37, 0.43, 3.21], [2.70, 0.07, 2.95], [3.75, 0.81, 3.49], [3.49, 1.91, 4.30], [2.17, 2.26, 4.57], [1.13, 1.53, 4.02], [-1.64, -0.03, 3.27], [-1.74, -0.03, 4.66], [-2.90, 0.41, 5.27], [-3.98, 0.84, 4.51], [-3.89, 0.83, 3.12], [-2.72, 0.39, 2.50], [0.10, -2.40, 2.78], [-0.64, -3.28, 1.98], [-0.57, -4.65, 2.20], [0.24, -5.15, 3.21], [0.98, -4.28, 4.00], [0.90, -2.91, 3.79], [2.91, -0.80, 2.34], [4.77, 0.52, 3.28], [4.31, 2.48, 4.71], [1.97, 3.11, 5.22], [0.11, 1.83, 4.25], [-0.90, -0.37, 5.26], [-2.97, 0.41, 6.35], [-4.89, 1.16, 4.99], [-4.72, 1.17, 2.52], [-2.65, 0.40, 1.42], [-1.27, -2.88, 1.20], [-1.15, -5.32, 1.58], [0.29, -6.22, 3.38], [1.60, -4.67, 4.80], [1.48, -2.24, 4.42]]
}

[3]
{
  "formula": "C53H43BrF6FeN2O5SbSe",
  "method": "ωB97M-V with the def2-TZVPD basis set",
  "fmax_ev_per_a": 1.37,
  "e_above_lowest_kcal_mol": 7.2,
  "total_charge": -1,
  "molar_mass_g_mol": 1238.39,
  "spin_multiplicity": 5,
  "species": ["Fe", "Br", "C", "C", "C", "C", "O", "C", "C", "N", "C", "C", "C", "C", "C", "C", "C", "C", "N", "C", "C", "H", "H", "H", "H", "H", "H", "H", "H", "H", "H", "C", "C", "C", "O", "C", "C", "O", "C", "O", "C", "C", "C", "C", "C", "C", "C", "C", "C", "C", "C", "C", "C", "O", "C", "C", "C", "C", "C", "C", "C", "C", "C", "C", "C", "C", "H", "H", "H", "H", "H", "H", "H", "H", "H", "H", "H", "H", "H", "H", "H", "H", "H", "H", "H", "H", "H", "H", "H", "H", "H", "H", "H", "H", "F", "Sb", "F", "F", "F", "F", "F", "Se", "C", "C", "C", "C", "C", "C", "H", "H", "H", "H", "H"],
  "coordinates": [[-1.16, 0.38, -0.41], [-4.98, 1.86, -6.59], [-3.76, 1.45, -5.20], [-2.41, 1.20, -5.52], [-1.52, 0.88, -4.54], [-1.91, 0.79, -3.18], [-1.03, 0.46, -2.31], [-3.28, 1.04, -2.87], [-3.78, 0.94, -1.57], [-3.12, 0.57, -0.51], [-3.72, 0.49, 0.75], [-5.06, 0.65, 1.06], [-5.50, 0.40, 2.35], [-4.64, -0.07, 3.34], [-3.29, -0.23, 3.07], [-2.34, -0.80, 3.99], [-1.07, -0.96, 3.62], [-0.54, -0.49, 2.31], [-1.52, 0.13, 1.45], [-2.80, 0.13, 1.78], [-4.19, 1.38, -3.91], [-2.09, 1.27, -6.55], [-0.48, 0.69, -4.78], [-4.84, 1.17, -1.45], [-5.77, 0.96, 0.31], [-6.55, 0.53, 2.58], [-5.02, -0.33, 4.32], [-2.69, -1.14, 4.96], [-0.34, -1.44, 4.26], [-0.22, -1.37, 1.75], [-5.22, 1.57, -3.66], [3.07, -4.75, -0.05], [2.86, -3.46, -0.82], [4.01, -3.25, -1.81], [1.62, -3.50, -1.51], [0.94, -2.23, -1.42], [2.02, -1.40, -0.65], [2.75, -2.38, 0.08], [1.78, -0.07, 0.14], [0.58, 0.50, -0.20], [1.92, -0.14, 1.68], [0.76, 0.41, 2.47], [1.09, 0.66, 3.91], [2.26, 0.31, 4.46], [3.27, -0.31, 3.69], [3.08, -0.49, 2.30], [2.86, 0.94, -0.33], [2.48, 2.26, -0.57], [3.42, 3.19, -0.99], [4.74, 2.82, -1.18], [5.12, 1.50, -0.95], [4.19, 0.57, -0.53], [-0.57, -2.50, -1.04], [-1.21, -1.46, -0.38], [-0.74, -3.68, -0.06], [-1.79, -4.58, -0.18], [-2.06, -5.51, 0.81], [-1.28, -5.56, 1.96], [-0.22, -4.67, 2.09], [0.04, -3.74, 1.09], [-1.29, -2.82, -2.37], [-2.57, -2.31, -2.58], [-3.25, -2.54, -3.76], [-2.67, -3.32, -4.76], [-1.41, -3.86, -4.54], [-0.73, -3.62, -3.36], [3.03, -5.58, -0.75], [2.30, -4.89, 0.70], [4.05, -4.73, 0.43], [4.14, -4.15, -2.40], [4.93, -3.05, -1.25], [3.82, -2.42, -2.48], [0.90, -1.80, -2.42], [2.66, -1.08, -1.48], [0.48, 1.38, 2.01], [0.32, 1.15, 4.50], [2.45, 0.51, 5.51], [4.21, -0.61, 4.14], [3.90, -0.88, 1.73], [1.45, 2.55, -0.44], [3.09, 4.21, -1.17], [5.47, 3.54, -1.52], [6.15, 1.20, -1.11], [4.51, -0.46, -0.37], [-2.43, -4.55, -1.06], [-2.89, -6.19, 0.70], [-1.49, -6.27, 2.74], [0.41, -4.69, 2.97], [0.87, -3.05, 1.21], [-3.02, -1.72, -1.79], [-4.23, -2.11, -3.92], [-3.19, -3.50, -5.69], [-0.95, -4.47, -5.31], [0.25, -4.05, -3.20], [-1.28, 2.18, -0.32], [-0.78, 5.28, -0.69], [-2.64, 4.99, -0.28], [-0.62, 6.87, 0.39], [-1.36, 6.52, -2.01], [1.06, 5.56, -1.22], [-0.83, 4.02, -2.12], [-0.26, 4.01, 1.45], [1.13, 5.01, 2.33], [1.33, 4.70, 3.67], [2.32, 5.33, 4.40], [3.13, 6.28, 3.80], [2.94, 6.59, 2.46], [1.95, 5.95, 1.72], [0.69, 3.95, 4.15], [2.46, 5.08, 5.45], [3.91, 6.78, 4.37], [3.56, 7.33, 1.98], [1.81, 6.20, 0.68]]
}